ORCA calculation (ωB97M-V/def2-TZVPD) on a molecular structure, C33H54BCl3N10O3Ru.

The highest occupied orbital energy (alpha / beta) comes out at -9.555 / -9.864 eV. The energy above the lowest of the compared OMol25 structures with the same formula, charge and spin comes out at 0.2960 eV. The expectation value of S² is 8.760. Its net charge is +1. As for the spin multiplicity: 6.

Element x y z (Å)
1 Ru 0.271 -0.598 0.389
2 C 4.446 -0.224 -0.508
3 N 3.753 0.655 0.469
4 C 2.725 1.492 -0.128
5 C 3.379 0.083 1.704
6 N 2.168 -0.301 1.951
7 C 1.918 -0.877 3.271
8 C 0.653 -1.704 3.298
9 N -0.486 -1.028 2.655
10 C -0.906 0.159 3.438
11 C -0.268 1.452 2.998
12 N -0.642 1.655 1.612
13 C -0.799 2.891 1.219
14 N -1.630 3.189 0.178
15 C -2.848 2.422 -0.053
16 C -1.342 4.257 -0.769
17 N -0.269 3.988 1.855
18 C -1.013 5.239 1.964
19 C 0.993 3.967 2.569
20 C -1.646 -1.939 2.515
21 C -2.582 -1.433 1.438
22 N -1.978 -1.648 0.126
23 C -2.813 -1.955 -0.836
24 N -2.470 -2.393 -2.073
25 C -3.413 -2.408 -3.187
26 C -1.133 -2.838 -2.442
27 N -4.186 -1.834 -0.636
28 C -5.026 -3.017 -0.627
29 C -4.736 -0.606 -0.104
30 N 4.363 0.006 2.675
31 C 4.110 0.730 3.932
32 C 5.765 0.048 2.255
33 H 5.168 0.368 -1.073
34 H 3.738 -0.676 -1.188
35 H 4.979 -1.028 -0.004
36 H 1.753 0.999 -0.214
37 H 3.034 1.787 -1.129
38 H 2.568 2.384 0.467
39 H 1.846 -0.104 4.035
40 H 2.751 -1.519 3.565
41 H 0.414 -1.935 4.340
42 H 0.830 -2.639 2.788
43 H -0.715 -0.016 4.501
44 H -1.978 0.283 3.311
45 H 0.811 1.423 3.140
46 H -0.663 2.242 3.641
47 H -3.082 1.844 0.841
48 H -2.772 1.737 -0.893
49 H -3.667 3.118 -0.251
50 H -0.332 4.633 -0.613
51 H -2.045 5.090 -0.671
52 H -1.412 3.874 -1.789
53 H -1.989 5.141 1.497
54 H -0.476 6.068 1.491
55 H -1.159 5.490 3.018
56 H 1.541 3.061 2.341
57 H 0.854 4.026 3.652
58 H 1.598 4.823 2.260
59 H -2.172 -2.036 3.469
60 H -1.298 -2.926 2.232
61 H -2.773 -0.367 1.591
62 H -3.530 -1.960 1.543
63 H -4.336 -1.907 -2.921
64 H -3.637 -3.433 -3.492
65 H -2.965 -1.893 -4.039
66 H -0.443 -2.639 -1.652
67 H -0.796 -2.300 -3.332
68 H -1.131 -3.907 -2.663
69 H -5.376 -3.249 0.386
70 H -4.463 -3.874 -0.996
71 H -5.908 -2.884 -1.264
72 H -3.996 0.191 -0.192
73 H -5.041 -0.692 0.947
74 H -5.618 -0.317 -0.683
75 H 3.091 1.107 3.973
76 H 4.773 1.597 3.989
77 H 4.290 0.098 4.803
78 H 6.024 -0.825 1.663
79 H 6.379 0.026 3.152
80 H 5.998 0.953 1.685
81 Cl 3.923 -6.760 -2.966
82 C 3.210 -5.293 -2.376
83 C 2.417 -5.318 -1.247
84 C 1.871 -4.133 -0.789
85 Cl 0.824 -4.193 0.595
86 C 2.084 -2.868 -1.392
87 O 1.612 -1.713 -0.984
88 C 2.868 -2.934 -2.566
89 Cl 3.094 -1.471 -3.470
90 C 3.425 -4.104 -3.044
91 H 2.219 -6.254 -0.738
92 H 4.019 -4.090 -3.951
93 O -1.562 0.272 -2.192
94 B -0.364 0.500 -1.510
95 O 0.425 1.388 -2.241
96 C -0.293 1.700 -3.380
97 C 0.047 2.537 -4.417
98 C -0.895 2.683 -5.436
99 C -2.115 2.014 -5.398
100 C -2.443 1.165 -4.340
101 C -1.499 1.026 -3.349
102 H 0.998 3.057 -4.437
103 H -0.669 3.327 -6.277
104 H -2.824 2.151 -6.206
105 H -3.394 0.642 -4.293